1.
The following is a quantum chemistry calculation of C19H15F9N4O6STi as an isolated structure, from OMol25.

XYZ file:
```
55
Properties=species:S:1:pos:R:3:nbo_charge:R:1
Ti -9.565 3.198 11.149 1.533
N -12.406 4.136 7.345 -0.846
C -11.455 4.741 8.190 0.262
S -10.451 5.900 7.452 -0.559
N -11.533 4.338 9.403 -0.404
N -10.779 4.557 10.488 -0.384
C -11.155 5.408 11.436 -0.016
C -10.728 5.119 12.748 0.095
C -10.965 5.925 13.880 -0.221
C -10.514 5.527 15.119 -0.223
C -9.807 4.315 15.220 -0.350
C -9.604 3.562 14.084 0.107
N -10.064 3.914 12.878 -0.602
H -12.067 4.053 6.400 0.369
H -12.743 3.264 7.735 0.371
H -11.846 6.215 11.220 0.185
H -11.480 6.873 13.749 0.198
H -10.692 6.137 16.000 0.190
H -9.411 3.981 16.171 0.197
H -9.052 2.627 14.121 0.215
O -5.887 4.863 10.894 -0.676
C -6.918 4.256 10.635 0.814
O -8.023 4.376 11.257 -0.752
C -6.920 3.318 9.393 -0.345
C -8.168 3.601 8.541 0.060
C -8.009 2.992 7.140 -0.421
C -8.182 1.492 7.442 -0.430
C -8.425 1.523 8.958 0.094
O -9.139 2.739 9.128 -0.515
C -7.105 1.806 9.694 -0.359
C -7.255 1.451 11.203 0.817
O -6.350 0.826 11.742 -0.689
O -8.357 1.777 11.740 -0.770
H -5.996 3.506 8.852 0.223
H -8.524 4.621 8.551 0.274
H -8.803 3.374 6.497 0.233
H -7.047 3.230 6.688 0.196
H -9.053 1.079 6.929 0.207
H -7.306 0.897 7.176 0.196
H -9.000 0.700 9.357 0.235
H -6.274 1.215 9.309 0.222
F -13.413 -0.704 10.593 -0.339
C -12.652 0.313 10.138 0.966
F -13.471 1.118 9.453 -0.323
F -11.819 -0.226 9.245 -0.319
C -11.853 1.091 11.237 0.055
O -10.891 1.765 10.660 -0.781
C -11.263 0.048 12.243 0.955
F -10.610 -0.921 11.587 -0.324
F -12.178 -0.585 13.017 -0.342
F -10.405 0.623 13.074 -0.289
C -12.859 2.005 12.018 0.959
F -13.128 3.118 11.355 -0.290
F -12.390 2.354 13.219 -0.312
F -14.054 1.404 12.248 -0.347
```

Calculated values
gap between HOMO and LUMO (spin up / spin down)	5.15 / 6.57	eV
lowest unoccupied orbital energy (spin up / spin down)	4.793 / 4.785	eV
2S+1	3
net charge	-2



2.
The following is a quantum chemistry calculation of the molecule C19H15N3O4S, from OMol25.

XYZ file:
```
42
Properties=species:S:1:pos:R:3:nbo_charge:R:1
C -7.784 -2.841 -0.298 -0.253
H -7.720 -2.715 -1.383 0.177
O -7.501 -1.640 0.380 -0.488
C -6.271 -1.084 0.236 0.314
C -5.248 -1.603 -0.551 -0.324
C -4.030 -0.950 -0.625 -0.115
C -3.819 0.217 0.092 0.071
C -4.836 0.743 0.881 -0.168
C -6.051 0.099 0.946 -0.252
H -6.854 0.491 1.550 0.228
H -4.675 1.654 1.433 0.231
N -2.559 0.874 0.026 -0.480
C -1.359 0.202 0.149 0.689
O -1.225 -0.979 0.302 -0.544
C -0.247 1.238 0.070 -0.440
C -0.942 2.561 -0.193 -0.521
C -2.426 2.241 -0.162 0.708
O -3.332 3.016 -0.288 -0.550
H -0.713 3.320 0.555 0.256
H -0.694 2.977 -1.171 0.254
H 0.350 1.219 0.986 0.310
S 0.942 0.753 -1.248 0.315
C 2.324 0.496 -0.252 0.295
N 2.429 0.708 1.026 -0.340
N 3.685 0.375 1.364 -0.270
C 4.293 -0.022 0.288 0.421
C 5.658 -0.472 0.173 -0.053
C 6.451 -0.540 1.319 -0.179
C 7.760 -0.970 1.219 -0.211
C 8.283 -1.331 -0.014 -0.196
C 7.496 -1.263 -1.152 -0.212
C 6.185 -0.836 -1.065 -0.195
H 5.564 -0.781 -1.947 0.222
H 7.906 -1.545 -2.111 0.217
H 9.307 -1.666 -0.087 0.216
H 8.376 -1.025 2.104 0.218
H 6.021 -0.255 2.265 0.236
O 3.463 0.035 -0.795 -0.410
H -3.240 -1.359 -1.235 0.221
H -5.383 -2.512 -1.115 0.222
H -7.114 -3.647 0.016 0.178
H -8.807 -3.098 -0.026 0.202
```

Calculated values
gap between HOMO and LUMO	8.86	eV
SMILES	COc1ccc(N2C(=O)C[C@H](Sc3nnc(-c4ccccc4)o3)C2=O)cc1
lowest unoccupied orbital energy	0.304	eV
net charge	0



Relative energy (zero: lowest compared OMol25 entry of this formula, charge and spin) (kcal/mol)
1.2, 0.0
Strongest force on any atom (eV/A)
2.51, 1.73
Electronic energy (hartree)
-3550.200024, -1596.461150